Density functional theory data (ωB97M-V/def2-TZVPD) for a molecular structure, C44H35BCl5N6O3Pb.

```
95
Properties=species:S:1:pos:R:3:lowdin_charge:R:1
Pb -0.13568 -0.28692 -0.07556 1.54
C 2.11955 -2.08540 4.90803 0.00
C 1.12511 -1.31121 4.10888 -0.25
C 0.20263 -0.39068 4.55853 0.04
C -0.48535 0.04002 3.42222 -0.23
N -0.01712 -0.59982 2.34748 -0.01
N 0.98325 -1.41975 2.77332 0.04
B 1.84272 -2.27368 1.81420 -0.52
N 2.74804 -1.38396 0.92952 0.04
N 2.26751 -0.56847 -0.04732 -0.01
C 3.30110 0.12118 -0.53221 -0.23
C 4.46978 -0.26698 0.12329 0.04
C 4.08119 -1.22384 1.03839 -0.25
C 4.93677 -1.97582 2.00242 0.00
C 3.16659 1.17420 -1.56048 -0.15
C 4.23951 2.02814 -1.81299 -0.02
C 4.13050 3.05264 -2.73902 -0.07
C 2.94617 3.24271 -3.43880 -0.08
C 1.87844 2.38874 -3.20905 -0.08
C 1.99302 1.36485 -2.28128 -0.08
N 0.95244 -3.19751 0.95324 0.03
N -0.00101 -2.73840 0.09841 -0.01
C -0.59488 -3.80881 -0.43943 -0.22
C 0.00319 -4.97004 0.05224 0.04
C 0.97162 -4.54329 0.93760 -0.25
C 1.89964 -5.37174 1.76114 -0.01
C -1.72509 -3.73504 -1.39224 -0.14
C -2.41260 -2.55564 -1.66892 -0.04
C -3.48096 -2.54374 -2.55130 -0.07
C -3.88574 -3.71210 -3.17813 -0.07
C -3.21269 -4.89430 -2.90702 -0.07
C -2.14638 -4.90352 -2.02313 -0.02
C -1.54792 1.06929 3.37665 -0.15
C -1.96445 1.66508 4.56673 -0.02
C -2.92779 2.66043 4.56720 -0.07
C -3.49940 3.08331 3.37508 -0.08
C -3.10171 2.49237 2.18551 -0.08
C -2.13968 1.49491 2.19207 -0.07
H 1.96489 -1.87748 5.96490 0.09
H 3.14263 -1.81122 4.65542 0.07
H 2.01624 -3.15784 4.75111 0.08
H 0.06522 -0.07969 5.57851 0.11
H 2.55466 -2.95356 2.48031 0.11
H 5.47370 0.08124 -0.04052 0.11
H 5.97934 -1.71684 1.82932 0.09
H 4.82642 -3.05272 1.88558 0.08
H 4.69328 -1.72819 3.03442 0.07
H 5.16772 1.90664 -1.27202 0.11
H 4.97491 3.70575 -2.91387 0.11
H 2.86171 4.04318 -4.16129 0.11
H 0.95182 2.51258 -3.75507 0.10
H 1.15671 0.68873 -2.17409 0.03
H -0.24131 -5.99341 -0.17139 0.11
H 1.71558 -6.42353 1.55240 0.09
H 1.75070 -5.20376 2.82730 0.08
H 2.94218 -5.15370 1.53179 0.08
H -2.13746 -1.62992 -1.18779 0.03
H -4.00811 -1.61840 -2.75051 0.09
H -4.72138 -3.70280 -3.86481 0.11
H -3.51760 -5.81569 -3.38493 0.11
H -1.63492 -5.83719 -1.83093 0.11
H -1.53327 1.35230 5.50733 0.11
H -3.23282 3.10726 5.50395 0.11
H -4.24918 3.86294 3.37570 0.11
H -3.53440 2.80365 1.24389 0.10
H -1.87613 1.05522 1.24268 0.00
C -5.03176 1.07825 -1.78718 0.00
C -3.55325 0.98387 -2.05781 -0.38
O -2.75246 1.01725 -1.14430 -0.03
C -3.08994 0.85496 -3.48008 -0.07
C -3.95801 1.07606 -4.51476 -0.01
C -3.55298 0.99001 -5.86087 -0.01
C -2.22950 0.67418 -6.19554 -0.05
C -1.32577 0.43270 -5.19941 0.05
C -1.70878 0.48509 -3.79689 -0.33
O -0.87727 0.18711 -2.93086 -0.03
H -5.17586 1.11086 -0.71063 0.09
H -5.56136 0.21892 -2.20158 0.09
H -5.45673 1.97791 -2.23506 0.10
H -4.98895 1.33154 -4.30632 0.12
H -4.27772 1.17211 -6.64201 0.12
H -1.93340 0.61830 -7.23398 0.12
H -0.29562 0.17132 -5.39964 0.13
Cl 1.63057 7.46050 1.75191 0.77
C 1.52453 5.77664 1.61401 -0.67
C 0.63200 5.21191 0.66389 -0.69
Cl -0.31538 6.24304 -0.32203 0.73
C 0.53956 3.85396 0.54435 -0.56
Cl -0.50666 3.10066 -0.57374 0.81
C 1.33772 2.96892 1.38028 -0.43
O 1.25739 1.74854 1.28785 -0.06
C 2.24651 3.59500 2.33866 -0.59
Cl 3.17258 2.54159 3.29877 0.79
C 2.32804 4.95753 2.44598 -0.70
Cl 3.39107 5.68049 3.57430 0.73
```

The LUMO energy (spin up / spin down) is -0.178 / -0.181 Eh. As for the charge: +1.